[1]
C20H22BN4OPdS5 | the ωB97M-V functional and the def2-TZVPD basis

The value obtained for the relative energy (zero: lowest compared OMol25 entry of this formula, charge and spin) is 0.0 kcal per mole. The value obtained for the HOMO energy is -4.1707 eV. Its electronic energy is -3213.4544 hartree. The charge is -1. For the orbital gap, the calculation gives 6.82 eV.

Last column: Mulliken charge in e.
Atoms and positions in Å:
Pd: 0.229861 0.272125 0.863488  0.45
S: 3.396601 -0.951458 1.857998  -0.12
S: 0.418700 -1.074047 2.717726  -0.29
S: -0.432347 -3.422638 -1.561194  0.29
S: 2.257043 -0.531396 3.493501  -0.17
S: 2.520769 0.359175 0.499956  -0.34
O: -1.026711 -3.567300 -0.204924  -0.62
N: -1.812922 0.418339 1.192904  0.09
N: -1.120273 1.383123 -1.617134  -0.20
N: 0.014318 1.405720 -0.893580  0.27
N: -2.688582 0.584794 0.186813  -0.05
C: 3.217005 -4.921938 -1.275250  -0.46
C: 1.712964 -4.680446 0.580845  -0.01
C: 4.298970 -4.907785 -0.405961  -0.56
C: -1.031970 2.276779 -2.609227  -0.16
C: 0.815871 2.321329 -1.430065  -0.52
C: 0.580989 -1.219840 -3.805323  -0.05
C: 2.735992 -1.851307 -2.957417  -0.21
C: 1.915793 -4.809416 -0.793924  0.37
C: 1.366457 -1.706297 -2.760820  0.29
C: 3.309784 -1.527795 -4.178826  -0.75
C: 2.796412 -4.644124 1.444895  -0.55
C: 1.153723 -0.898444 -5.026222  -0.75
C: 0.764170 -4.792232 -1.758808  -1.06
C: -3.894964 0.872322 0.691214  -0.16
C: 2.520061 -1.055613 -5.218106  -0.43
C: -2.466028 0.608093 2.335397  -0.41
C: 4.090207 -4.763599 0.957441  -0.45
C: 0.198120 2.905386 -2.535640  -1.05
C: -3.805463 0.897023 2.071078  -1.03
C: 0.738785 -2.048288 -1.448775  1.33
B: -2.282778 0.391225 -1.302192  0.40
H: 0.708660 -4.553670 0.961678  0.43
H: -1.938826 0.518881 3.269535  0.45
H: -1.920917 -0.744093 -1.479372  -0.17
H: 0.130952 -5.676470 -1.658099  0.55
H: -4.730784 1.027780 0.030511  0.41
H: 1.111690 -4.740088 -2.793583  0.40
H: 0.533612 -0.514294 -5.826872  0.40
H: -1.850722 2.396931 -3.298422  0.44
H: 2.625875 -4.491918 2.502811  0.40
H: 1.462610 -2.257450 -0.662463  0.28
H: 0.094091 -1.241774 -1.102312  -1.38
H: -0.482216 -1.080556 -3.643599  0.37
H: -3.225466 0.692796 -1.995911  -0.17
H: 3.383091 -5.005554 -2.343892  0.35
H: 0.588373 3.670512 -3.183326  0.39
H: 5.305563 -4.991780 -0.797442  0.37
H: 2.968742 -0.799416 -6.170026  0.38
H: 4.379006 -1.635000 -4.314968  0.39
H: 3.351495 -2.199850 -2.136979  0.48
H: -4.591756 1.091575 2.779094  0.37
H: 4.932430 -4.721931 1.636475  0.37
H: 1.785340 2.505700 -0.996410  0.42

Force components x, y, z for each atom (eV/Å):
Pd 0.077 0.089 -0.035
S -0.003 -0.011 -0.091
S -0.006 0.025 -0.003
S 0.073 -0.041 0.062
S -0.031 -0.008 0.031
S -0.003 0.019 0.034
O -0.098 -0.060 -0.061
N 0.041 0.027 0.020
N -0.006 -0.041 0.058
N -0.047 -0.001 0.050
N 0.006 0.003 -0.056
C -0.004 0.014 -0.009
C 0.012 -0.009 0.015
C 0.008 -0.003 0.005
C -0.004 -0.016 -0.014
C 0.022 -0.010 -0.010
C 0.010 -0.012 0.020
C 0.016 -0.002 0.004
C -0.022 -0.002 0.008
C -0.012 -0.013 -0.056
C -0.007 0.001 -0.005
C 0.008 -0.003 -0.009
C 0.002 0.006 -0.007
C 0.008 0.013 -0.021
C 0.038 -0.021 -0.005
C 0.001 -0.002 0.006
C -0.049 -0.005 -0.008
C -0.003 -0.003 0.000
C -0.005 0.007 -0.012
C -0.027 0.000 0.013
C -0.021 -0.008 0.016
B -0.039 0.078 0.013
H -0.005 -0.002 -0.006
H 0.016 -0.004 0.004
H 0.018 -0.030 -0.001
H -0.006 -0.001 0.005
H 0.004 0.003 -0.003
H 0.020 -0.011 0.010
H 0.000 0.001 0.001
H -0.003 0.000 0.004
H -0.003 0.001 -0.003
H -0.004 -0.010 0.015
H 0.015 0.010 0.010
H -0.004 0.005 -0.004
H 0.007 0.009 0.010
H 0.002 0.002 0.001
H 0.002 -0.001 0.001
H -0.001 0.002 -0.001
H 0.001 0.001 0.000
H 0.001 0.002 0.000
H -0.005 0.010 0.001
H 0.003 -0.003 0.002
H 0.002 0.002 -0.003
H 0.001 0.000 0.004

***

[2]
CH2BF3 | the ωB97M-V functional and the def2-TZVPD basis

The value obtained for the relative energy (zero: lowest compared OMol25 entry of this formula, charge and spin) is 111.8 kcal per mole. The value obtained for the HOMO energy is -9.5366 eV. Its electronic energy is -363.5900 hartree. For the orbital gap, the calculation gives 8.37 eV.

Last column: Mulliken charge in e.
Atoms and positions in Å:
F: -1.966893 -0.058182 0.403366  -0.21
F: -0.329178 -0.714957 1.785240  -0.19
F: -0.841641 -1.768619 -0.002496  -0.21
C: -0.719827 -0.545958 0.524745  0.29
B: 1.078936 0.889507 -0.670589  0.26
H: 0.736665 1.784041 -1.545782  0.03
H: 2.041938 0.414168 -0.494483  0.03

Force components x, y, z for each atom (eV/Å):
F 0.392 0.687 0.838
F -0.459 0.430 0.256
F 0.751 -0.393 -0.335
C 1.474 1.175 -2.126
B -5.161 0.672 -1.231
H 0.399 -1.459 1.835
H 2.604 -1.112 0.765

***

[3]
H4O2 | the ωB97M-V functional and the def2-TZVPD basis

The value obtained for the relative energy (zero: lowest compared OMol25 entry of this formula, charge and spin) is 5.8 kcal per mole. The value obtained for the HOMO energy is -11.4950 eV. Its electronic energy is -152.8657 hartree. For the orbital gap, the calculation gives 12.42 eV.

Last column: Mulliken charge in e.
Atoms and positions in Å:
O: 0.951016 -2.726123 1.710305  -0.65
O: -0.375384 2.418566 -1.866953  -0.65
H: -1.233233 2.806746 -2.152713  0.33
H: -0.045044 3.031615 -1.171763  0.33
H: 0.412356 -3.203972 2.380946  0.32
H: 0.290286 -2.326832 1.100176  0.33

Force components x, y, z for each atom (eV/Å):
O -1.237 -0.087 0.077
O -0.554 1.021 0.427
H 0.937 -0.386 0.334
H -0.385 -0.639 -0.758
H 0.550 0.531 -0.750
H 0.689 -0.439 0.671

***

[4]
C34H27N6O2ReS | the ωB97M-V functional and the def2-TZVPD basis

The value obtained for the relative energy (zero: lowest compared OMol25 entry of this formula, charge and spin) is 0.0 kcal per mole. The value obtained for the HOMO energy (alpha / beta) is -16.1934 / -16.2075 eV. Its electronic energy is -2266.4279 hartree. The charge is +3. As for the spin multiplicity: 2. For the orbital gap (alpha / beta), the calculation gives 5.37 / 6.49 eV.

Last column: Mulliken charge in e.
Atoms and positions in Å:
Re: -0.346366 -0.213971 0.891490  1.54
S: -4.186848 -2.496123 -0.110744  -0.17
O: 1.634468 0.260326 1.140102  -0.41
O: -1.922782 1.402052 1.369619  0.20
N: -0.176999 1.284871 -0.543528  0.59
N: 0.057385 -2.807658 3.035455  0.04
N: 0.885355 1.699441 -1.170939  -0.81
N: 0.345469 -2.212214 0.743882  0.15
N: -2.117787 -0.987059 -0.033627  0.78
N: -0.146109 -0.461038 2.996078  0.27
C: 2.862384 2.596835 -2.960318  -0.21
C: -0.059541 0.721486 3.670972  -0.40
C: 5.215649 2.854498 -3.414019  -0.62
C: -1.777365 -1.472839 -3.721003  -1.21
C: -1.472074 -0.972887 -2.473190  0.13
C: -3.343143 -2.214872 -1.597124  0.62
C: 3.156597 1.833440 -1.828313  0.68
C: -2.851882 -2.353355 -3.913491  -0.73
C: 3.885524 3.102181 -3.742994  -0.81
C: 0.902011 -4.880136 0.178137  -0.58
C: -2.539609 3.736691 -2.008997  -0.93
C: -3.464626 3.800877 -0.968007  -0.83
C: 0.571415 -4.482035 1.447236  -0.84
C: 2.123275 1.339425 -0.939086  0.30
C: 4.504553 1.562645 -1.508263  0.62
C: -2.223412 2.180212 0.264141  0.56
C: -3.647928 -2.730140 -2.855484  -0.49
C: 2.509523 0.611188 0.286006  0.75
C: -2.257206 -1.360115 -1.384415  -0.27
C: 0.202084 -1.585806 5.072352  -1.02
C: 0.250482 -0.389843 5.742628  -0.57
C: -2.854703 1.448629 2.477939  -1.51
C: 0.031886 -1.591922 3.685985  0.72
C: 0.133866 0.800633 5.019596  -0.96
C: 0.981460 -3.917449 -0.831658  -1.00
C: 0.322263 -3.132795 1.721257  0.74
C: 5.521824 2.076591 -2.308364  -0.87
C: -1.292090 2.115573 -0.763993  1.44
C: 3.870608 0.353992 0.536462  -1.17
C: -1.450771 2.899421 -1.907860  -0.81
C: -3.075701 -1.520711 0.693994  -0.37
C: 0.695669 -2.624979 -0.510358  -0.25
C: -3.314570 3.020913 0.172497  -0.97
C: 4.816345 0.789022 -0.337561  -0.74
H: 6.553584 1.878189 -2.044450  0.45
H: -0.726737 2.825048 -2.706131  0.47
H: -3.857188 1.199332 2.134890  0.53
H: 0.198758 1.766271 5.499950  0.51
H: 0.404304 -0.368828 6.813968  0.47
H: 6.006607 3.272513 -4.022277  0.43
H: 1.261812 -4.175174 -1.842850  0.51
H: -4.483405 -3.403139 -2.999001  0.46
H: 3.651573 3.706728 -4.608906  0.46
H: 1.113289 -5.920905 -0.029762  0.47
H: -0.142243 1.619393 3.074933  0.54
H: 0.515184 -5.200851 2.254944  0.49
H: -0.644388 -0.286733 -2.359478  0.51
H: 4.129444 -0.195526 1.431125  0.52
H: 1.832385 2.808045 -3.209686  0.45
H: -1.174443 -1.182251 -4.571148  0.49
H: 5.858390 0.552065 -0.151230  0.46
H: -2.669957 4.349249 -2.889967  0.47
H: 0.733327 -1.853623 -1.264580  0.41
H: -4.313889 4.467706 -1.035961  0.48
H: -3.159314 -1.346619 1.758848  0.29
H: -2.519546 0.717341 3.204464  0.48
H: -4.037633 3.099693 0.971304  0.50
H: 0.326200 -2.523117 5.599709  0.50
H: 0.097423 -3.599463 3.659196  0.25
H: -2.843911 2.440592 2.924275  0.38
H: -3.068182 -2.728910 -4.904654  0.45

Force components x, y, z for each atom (eV/Å):
Re -0.901 2.208 -0.067
S -0.058 0.017 -0.035
O -0.637 -0.611 0.154
O 0.708 -0.477 -0.143
N 0.605 -1.328 0.725
N -0.223 0.009 -0.092
N 0.215 0.396 -0.562
N 0.104 0.238 -0.367
N 0.341 -0.367 0.188
N 0.065 -0.154 -0.061
C -0.072 -0.054 0.053
C 0.069 -0.037 0.115
C -0.017 -0.025 -0.027
C -0.013 -0.037 0.028
C 0.126 0.060 -0.054
C 0.011 0.011 0.111
C 0.020 0.069 -0.028
C -0.009 0.028 0.005
C 0.059 0.007 0.009
C -0.002 0.010 0.024
C -0.083 0.008 0.077
C 0.035 -0.048 0.025
C 0.020 -0.126 0.044
C -0.293 -0.215 0.266
C -0.021 -0.059 0.085
C -0.236 0.110 -0.169
C -0.065 -0.031 -0.074
C 0.187 0.247 -0.294
C -0.073 -0.034 0.001
C 0.003 -0.050 0.117
C 0.009 0.010 0.047
C -0.135 -0.101 0.109
C 0.133 0.042 -0.031
C 0.012 0.017 -0.031
C 0.077 -0.035 -0.031
C 0.081 0.011 0.026
C 0.110 0.016 -0.013
C -0.002 0.153 -0.096
C 0.075 -0.020 0.173
C 0.053 -0.012 -0.019
C -0.097 0.034 0.099
C -0.019 -0.043 -0.036
C -0.166 0.017 0.048
C 0.002 0.073 -0.161
H -0.014 0.003 -0.046
H 0.010 0.027 0.036
H 0.018 -0.004 -0.068
H 0.002 -0.014 -0.001
H -0.024 -0.025 -0.019
H 0.006 -0.035 0.018
H -0.014 0.012 0.014
H -0.002 0.042 0.017
H -0.008 -0.007 0.009
H -0.027 0.004 0.008
H -0.012 -0.025 -0.050
H 0.025 0.011 -0.013
H -0.022 -0.029 0.023
H -0.005 0.023 0.001
H 0.016 0.015 -0.011
H -0.021 0.016 0.008
H -0.014 0.056 0.022
H -0.029 -0.031 -0.010
H -0.029 0.067 0.023
H 0.021 -0.006 -0.010
H 0.061 -0.082 -0.007
H 0.012 -0.006 -0.014
H 0.005 0.026 -0.026
H -0.001 0.012 -0.015
H -0.013 -0.018 0.002
H 0.034 0.040 -0.050
H 0.024 -0.002 0.019

***

[5]
C6H10O | the ωB97M-V functional and the def2-TZVPD basis

The value obtained for the relative energy (zero: lowest compared OMol25 entry of this formula, charge and spin) is 62.3 kcal per mole. The value obtained for the HOMO energy is -8.3421 eV. Its electronic energy is -309.7431 hartree. For the orbital gap, the calculation gives 9.13 eV.

Last column: Mulliken charge in e.
Atoms and positions in Å:
O: -0.196824 2.000854 0.259268  -0.54
C: -1.506481 0.090854 -0.662414  -0.74
C: 0.728416 -0.167087 0.117829  0.58
C: 0.060289 -1.222178 0.662471  -0.68
C: 2.211569 0.013410 0.194667  -1.26
C: -1.434311 -0.966558 0.461400  -0.54
C: -0.166445 0.843464 -0.554277  -0.05
H: 2.690535 0.152492 -0.778493  0.30
H: -1.997049 -1.876422 0.237255  0.37
H: -1.574054 -0.419081 -1.633051  0.32
H: -2.349555 0.784391 -0.600946  0.31
H: -1.870706 -0.582913 1.397054  0.28
H: 0.216146 1.166726 -1.529903  0.39
H: 2.701788 -0.802217 0.737804  0.38
H: -0.526385 1.711913 1.119543  0.38
H: 2.363961 0.936804 0.765379  0.31
H: 0.649100 -1.664457 -0.193583  0.20

Force components x, y, z for each atom (eV/Å):
O -0.347 0.482 0.254
C -0.040 0.119 -0.008
C 0.287 0.802 -0.039
C -0.413 0.303 -0.688
C 0.026 0.071 -0.081
C 0.039 -0.140 -0.105
C -0.054 0.113 -0.062
H -0.092 0.049 0.012
H 0.076 0.119 -0.051
H 0.107 0.117 0.173
H 0.062 -0.059 0.010
H 0.258 -0.100 -0.142
H -0.014 -0.034 0.217
H -0.233 0.111 -0.142
H 0.018 0.229 0.021
H 0.111 -0.079 -0.082
H 0.210 -2.103 0.713

***

[6]
C3H8FNS | the ωB97M-V functional and the def2-TZVPD basis

The value obtained for the relative energy (zero: lowest compared OMol25 entry of this formula, charge and spin) is 129.1 kcal per mole. The value obtained for the HOMO energy is -9.3347 eV. Its electronic energy is -671.6967 hartree. For the orbital gap, the calculation gives 9.45 eV.

Last column: Mulliken charge in e.
Atoms and positions in Å:
S: 1.412997 -1.177867 1.080267  -0.11
F: -0.860626 2.513406 0.294290  -0.32
N: 0.362239 0.526278 -1.457726  -0.60
C: -0.355858 -1.187846 0.228032  -1.14
C: -0.686287 1.150087 0.742215  -0.80
C: -0.681047 0.122391 -0.428609  0.46
H: -1.256139 0.957002 1.561318  0.39
H: 1.172343 1.503454 -0.620329  0.33
H: -0.059861 -2.139016 -0.442865  0.33
H: 0.429523 1.214945 0.963807  0.30
H: -1.096630 -1.527365 0.886943  0.48
H: -1.555493 -0.011323 -1.000167  0.38
H: 1.947433 -1.293239 -0.092656  0.05
H: 1.227407 -0.650907 -1.714520  0.25

Force components x, y, z for each atom (eV/Å):
S -2.094 0.025 0.933
F -0.811 -1.383 0.289
N 4.046 -0.271 2.102
C 3.704 -2.684 -1.248
C 4.039 2.071 -3.961
C 2.689 0.453 0.409
H -1.956 -0.487 2.144
H -2.197 -3.659 -3.087
H -1.451 2.496 0.812
H -1.505 -0.610 0.561
H -0.871 -0.379 1.276
H -1.504 0.226 -0.450
H 0.859 -0.138 -0.923
H -2.949 4.340 1.142